A molecular structure, C46H57BFeN2O7P2Si. Source: OMol25; level of theory: the ωB97M-V functional and the def2-TZVPD basis.

Structure (XYZ):
```
117
Properties=species:S:1:pos:R:3:mulliken_charge:R:1
Fe 1.057 0.322 -0.605 1.936
O 3.322 1.414 0.726 -0.452
C 4.281 1.905 -0.192 -1.026
C 4.099 1.420 -1.640 -0.450
N 2.725 1.507 -2.169 0.743
C 2.288 2.898 -2.366 -1.245
C 1.243 3.400 -1.327 0.250
O 0.876 4.564 -1.425 -0.869
O 0.852 2.546 -0.464 -0.254
C 2.556 0.659 -3.349 0.033
C 1.129 0.635 -3.841 0.305
O 0.808 0.447 -4.973 -0.602
O 0.223 0.840 -2.823 0.776
H 2.579 2.068 0.724 0.186
H 5.251 1.544 0.150 0.569
H 4.284 2.999 -0.153 0.374
H 4.389 0.375 -1.679 0.060
H 4.788 1.999 -2.274 0.502
H 1.803 3.019 -3.337 0.407
H 3.145 3.577 -2.339 0.613
H 2.836 -0.361 -3.074 -0.903
H 3.180 0.969 -4.197 0.572
C -2.904 3.976 -1.460 -2.131
C -2.694 2.927 -2.541 1.585
C -4.005 2.189 -2.790 -2.266
O -1.755 1.955 -2.051 0.218
B -0.824 1.740 -3.009 0.030
O -0.963 2.526 -4.118 -0.776
C -2.015 3.480 -3.858 1.892
C -1.347 4.839 -3.680 -1.786
C -2.930 3.528 -5.071 -1.957
H -3.385 3.502 -0.603 0.491
H -3.545 4.778 -1.830 0.356
H -1.951 4.393 -1.135 0.364
H -4.316 1.725 -1.854 0.310
H -3.871 1.392 -3.522 0.426
H -4.783 2.874 -3.129 0.486
H -0.647 4.826 -2.844 0.212
H -2.086 5.624 -3.517 0.370
H -0.786 5.066 -4.588 0.430
H -3.343 2.548 -5.303 0.339
H -2.354 3.861 -5.935 0.442
H -3.745 4.232 -4.897 0.364
C -0.419 -2.118 -3.340 -0.058
Si 0.533 -2.806 -1.862 -0.008
C 1.505 -4.331 -2.424 -1.355
C -0.642 -3.355 -0.500 -0.215
N 1.583 -1.630 -1.159 0.501
C 2.947 -1.817 -0.975 -0.417
C 3.529 -1.592 0.287 0.446
C 4.892 -1.709 0.488 -1.054
C 5.736 -2.063 -0.559 -0.695
C 5.185 -2.314 -1.808 -0.964
C 3.818 -2.200 -2.015 -0.165
H -1.381 -2.621 -3.464 0.471
H 0.143 -2.228 -4.272 0.425
H -0.624 -1.053 -3.214 -0.650
H 0.867 -5.218 -2.457 0.430
H 2.322 -4.528 -1.726 0.332
H 1.943 -4.197 -3.416 0.293
H -1.478 -3.955 -0.872 0.411
H -1.058 -2.488 0.016 -0.062
H -0.097 -3.944 0.240 -0.161
H 2.865 -1.331 1.096 0.603
H 5.305 -1.528 1.476 0.492
H 6.804 -2.150 -0.402 0.391
H 5.828 -2.600 -2.632 0.367
H 3.398 -2.393 -2.995 0.260
C -1.055 -0.741 2.835 -1.629
P -0.585 0.322 1.334 1.116
C -2.150 0.222 0.498 0.398
C -3.393 0.574 1.133 -1.008
C -4.593 0.329 0.490 -0.544
C -4.635 -0.272 -0.770 -1.264
C -3.411 -0.611 -1.414 -0.349
C -2.216 -0.360 -0.795 0.393
C -0.674 1.968 2.162 0.500
C -1.281 3.029 1.494 0.539
C -1.301 4.293 2.057 -0.450
C -0.702 4.520 3.291 -0.839
C -0.081 3.475 3.957 -0.651
C -0.058 2.205 3.390 -0.568
P 0.170 -1.299 4.116 -0.165
C -0.981 -2.085 5.325 0.186
C -2.368 -1.975 5.322 -0.216
C -3.136 -2.639 6.272 -0.718
C -2.534 -3.420 7.246 -0.463
C -1.148 -3.518 7.276 -0.573
C -0.386 -2.852 6.332 -0.252
C 0.791 -2.862 3.368 0.621
C 2.158 -2.993 3.147 -0.428
C 2.699 -4.190 2.697 -0.399
C 1.878 -5.287 2.496 -0.506
C 0.514 -5.179 2.743 -0.733
C -0.024 -3.979 3.176 -0.235
H -1.550 -1.626 2.431 0.954
H -1.783 -0.132 3.372 0.761
H -3.390 1.055 2.105 0.326
H -5.521 0.608 0.979 0.355
H -5.585 -0.466 -1.253 0.320
H -3.423 -1.058 -2.402 0.407
H -1.285 -0.600 -1.302 -0.873
H -1.717 2.848 0.520 -0.829
H -1.775 5.112 1.530 0.432
H -0.714 5.511 3.728 0.357
H 0.390 3.646 4.918 0.415
H 0.440 1.396 3.909 0.325
H -2.874 -1.382 4.572 0.415
H -4.215 -2.547 6.244 0.394
H -3.137 -3.951 7.972 0.362
H -0.665 -4.123 8.034 0.381
H 0.695 -2.944 6.350 0.360
H 2.801 -2.140 3.332 0.378
H 3.763 -4.268 2.509 0.333
H 2.294 -6.227 2.155 0.383
H -0.131 -6.037 2.599 0.383
H -1.087 -3.909 3.376 0.357
```

Results
Charge: -1
Spin multiplicity: 6
Orbital gap (spin up / spin down): 3.55 / 7.55 eV
Maximum force: 1.7 eV/A
Highest occupied orbital energy (spin up / spin down): -1.0 / -5.0 eV

---

A molecular structure, C46H58CaN4O2Te2. Source: OMol25; level of theory: the ωB97M-V functional and the def2-TZVPD basis.

Structure (XYZ):
```
113
Properties=species:S:1:pos:R:3:mulliken_charge:R:1
Ca 1.528 -0.918 0.537 1.405
N 0.871 -2.356 2.344 -0.357
C 0.659 -3.767 1.988 -0.251
C 1.918 -4.399 1.384 -0.876
C 2.029 -4.226 -0.133 -0.474
N 2.399 -2.867 -0.559 -0.458
H 1.424 -2.291 3.193 0.289
H -0.032 -1.913 2.519 -0.062
H -0.146 -3.796 1.250 -0.158
H 0.341 -4.356 2.855 0.524
H 1.893 -5.471 1.590 0.439
H 2.808 -3.981 1.866 0.294
H 1.053 -4.449 -0.572 0.179
H 2.747 -4.960 -0.512 0.513
H 1.964 -2.707 -1.473 -0.226
H 3.407 -2.794 -0.649 0.275
C 0.296 -4.309 -8.982 -1.560
C 0.179 -3.790 -7.574 0.670
C 1.200 -3.933 -6.647 -1.004
C 1.067 -3.473 -5.340 1.120
C 2.232 -3.692 -4.401 -1.103
C -0.111 -2.835 -4.917 -0.938
Te -0.381 -2.263 -2.756 0.442
N -0.277 -1.339 -0.468 0.008
C -1.250 -1.061 0.303 -0.392
O -1.138 -0.316 1.402 -0.589
C -2.635 -1.626 0.103 0.380
C -3.775 -0.863 0.334 -0.352
C -5.036 -1.420 0.184 -0.736
C -5.171 -2.751 -0.188 -0.498
C -4.039 -3.520 -0.416 -1.275
C -2.780 -2.958 -0.274 0.064
C 0.355 -0.293 -3.114 1.011
C 1.730 -0.087 -3.175 -0.617
C 2.272 1.175 -3.381 -1.019
C 1.428 2.261 -3.526 -0.767
C 0.058 2.077 -3.417 -0.575
C -0.497 0.818 -3.202 1.037
C -1.983 0.699 -3.026 -1.226
C -1.140 -2.688 -5.858 1.491
C -2.445 -2.001 -5.533 -1.806
C -0.983 -3.157 -7.159 -0.726
H 1.249 -4.813 -9.142 0.342
H 0.213 -3.491 -9.699 0.329
H -0.505 -5.017 -9.199 0.345
H 2.123 -4.416 -6.952 0.244
H 3.070 -4.146 -4.931 0.384
H 1.945 -4.349 -3.578 0.196
H 2.566 -2.744 -3.982 0.068
H -3.669 0.176 0.621 0.412
H -5.919 -0.819 0.361 0.427
H -6.156 -3.187 -0.295 0.378
H -4.139 -4.560 -0.702 0.431
H -1.889 -3.549 -0.444 0.371
H 2.407 -0.930 -3.079 0.163
H 3.347 1.300 -3.435 0.447
H 1.833 3.248 -3.713 0.438
H -0.604 2.931 -3.503 0.432
H -2.458 1.680 -3.063 0.505
H -2.202 0.244 -2.063 0.001
H -2.423 0.069 -3.797 -0.067
H -2.709 -2.131 -4.485 0.314
H -3.251 -2.398 -6.151 0.483
H -2.360 -0.932 -5.746 0.201
H -1.794 -3.026 -7.869 0.395
C 3.444 -0.020 3.990 -1.221
C 2.995 -0.146 2.544 0.612
O 3.674 -0.811 1.731 -0.683
N 1.927 0.504 2.103 -0.111
Te 0.218 0.927 2.894 1.298
C 0.638 2.173 4.652 0.239
C -0.088 1.766 5.791 0.648
C -0.814 0.438 5.877 -1.548
C -0.136 2.598 6.903 -1.056
C 0.509 3.827 6.926 0.622
C 0.405 4.730 8.123 -1.590
C 1.264 4.192 5.820 -0.787
C 1.332 3.389 4.690 1.017
C 2.170 3.817 3.516 -1.370
C -0.211 2.583 1.637 1.430
C 0.574 3.142 0.613 1.130
C 1.945 2.705 0.168 -0.914
C 0.046 4.225 -0.090 -0.776
C -1.209 4.751 0.154 0.361
C -1.747 5.886 -0.672 -1.791
C -1.970 4.176 1.159 -0.921
C -1.494 3.104 1.896 0.749
C -2.379 2.500 2.957 -2.166
H 3.779 -0.985 4.368 0.403
H 2.649 0.383 4.617 0.168
H 4.298 0.658 4.017 0.333
H -0.130 -0.396 5.706 0.249
H -1.618 0.369 5.142 0.261
H -1.256 0.318 6.865 0.495
H -0.710 2.289 7.770 0.314
H -0.292 4.323 8.854 0.369
H 0.058 5.721 7.829 0.351
H 1.375 4.848 8.609 0.337
H 1.803 5.134 5.830 0.450
H 2.903 4.569 3.807 0.453
H 1.540 4.243 2.732 0.269
H 2.698 2.961 3.097 -0.006
H 2.633 2.576 0.995 -0.017
H 2.358 3.453 -0.506 0.584
H 1.887 1.765 -0.381 -0.439
H 0.656 4.670 -0.866 0.263
H -0.972 6.297 -1.319 0.367
H -2.132 6.684 -0.038 0.421
H -2.566 5.533 -1.301 0.345
H -2.959 4.567 1.372 0.457
H -3.397 2.876 2.875 0.491
H -2.007 2.737 3.958 0.316
H -2.408 1.413 2.836 0.260
```

Results
Charge: 0
Orbital gap: 6.65 eV
Maximum force: 2.2 eV/A
Highest occupied orbital energy: -6.6 eV

---

A molecular structure, C46H58Cl2MoN5. Source: OMol25; level of theory: the ωB97M-V functional and the def2-TZVPD basis.

Structure (XYZ):
```
112
Properties=species:S:1:pos:R:3:mulliken_charge:R:1
Mo 0.099 0.605 1.554 -5.543
C -1.329 -4.952 -1.833 -1.186
C -0.001 -4.204 -1.703 -0.662
C -0.098 -2.963 -0.885 0.681
C 0.331 -1.705 -1.114 0.304
C 0.914 -1.055 -2.338 0.595
C 0.153 -1.340 -3.637 -1.678
C 0.049 -0.919 0.145 1.845
N -0.062 -1.908 1.148 1.293
C -0.767 -2.916 0.491 -0.626
C -2.138 -2.619 0.361 -1.081
C -2.415 -1.234 0.226 -1.142
C -3.462 -0.707 -0.519 0.929
C -4.773 -1.389 -0.741 -1.513
C -4.820 -2.164 -2.066 -0.934
C -3.025 0.520 -1.101 0.645
C -1.726 0.752 -0.709 -0.464
C -1.054 2.069 -0.572 -1.561
C 0.453 2.486 -0.643 -0.157
N 1.247 1.555 0.116 1.273
C 2.466 1.470 -0.417 0.020
C 3.501 0.689 0.122 -0.899
C 3.220 -0.191 1.169 -1.094
N 1.966 -0.210 1.704 1.441
C 1.781 -1.326 2.416 -1.483
C 0.293 -1.490 2.475 -0.379
C 3.001 -2.047 2.487 1.138
C 3.915 -1.325 1.715 0.501
C 5.312 -1.708 1.348 -1.480
C 5.332 -2.608 0.103 -0.853
C 3.221 -3.339 3.212 -0.983
C 2.495 -4.506 2.532 -0.984
C 2.497 2.261 -1.657 0.847
C 1.279 2.824 -1.829 0.821
C 0.756 3.626 -2.974 -1.436
C 0.229 2.706 -4.085 -0.844
C 3.676 2.336 -2.574 -1.414
C 3.861 1.054 -3.396 -0.608
N -1.333 -0.283 0.170 2.336
C -3.889 1.407 -1.946 -1.095
C -4.823 2.296 -1.116 -1.105
H -1.190 -5.862 -2.414 0.485
H -2.073 -4.334 -2.337 0.150
H -1.709 -5.232 -0.849 0.307
H 0.399 -3.971 -2.689 0.360
H 0.722 -4.856 -1.203 0.288
H 1.958 -1.363 -2.452 0.454
H 0.921 0.023 -2.163 -0.820
H 0.362 -2.340 -4.013 0.502
H 0.452 -0.629 -4.408 0.455
H -0.923 -1.248 -3.482 0.226
H -2.855 -3.333 -0.019 0.730
H -5.571 -0.645 -0.736 0.360
H -4.960 -2.076 0.086 0.514
H -4.616 -1.508 -2.913 0.299
H -5.808 -2.603 -2.203 0.474
H -4.081 -2.967 -2.077 0.051
H -1.623 2.828 -1.116 1.252
H 4.479 0.694 -0.338 0.669
H -0.119 -2.145 3.235 0.767
H 5.791 -2.236 2.174 0.487
H 5.896 -0.807 1.148 0.426
H 4.800 -3.540 0.298 0.206
H 6.358 -2.848 -0.177 0.424
H 4.847 -2.108 -0.737 0.091
H 2.859 -3.242 4.238 0.379
H 4.291 -3.547 3.253 0.293
H 1.426 -4.301 2.449 0.161
H 2.623 -5.425 3.103 0.500
H 2.887 -4.669 1.527 0.162
H 1.540 4.271 -3.375 0.567
H -0.055 4.267 -2.622 0.324
H 1.039 2.100 -4.492 0.099
H -0.204 3.288 -4.899 0.517
H -0.540 2.033 -3.699 0.102
H 4.581 2.522 -1.991 0.469
H 3.539 3.181 -3.251 0.382
H 4.002 0.190 -2.744 -0.063
H 4.732 1.138 -4.045 0.504
H 2.988 0.868 -4.022 0.096
H -4.499 0.779 -2.599 0.473
H -3.265 2.033 -2.585 0.359
H -5.481 1.696 -0.485 0.229
H -5.445 2.902 -1.774 0.541
H -4.252 2.965 -0.474 0.076
C -1.584 1.803 4.173 -1.137
N -1.885 0.967 2.990 1.112
C -2.523 -0.269 3.473 -0.968
C -2.877 1.748 2.209 -1.599
C -2.163 2.888 1.559 0.910
C -2.603 4.137 1.386 -0.348
C -1.820 5.093 0.601 -1.128
C -0.592 4.825 0.142 -1.643
C 0.098 3.542 0.477 0.860
C -0.890 2.455 0.948 1.652
H -2.514 2.039 4.701 0.385
H -1.128 2.740 3.866 0.382
H -0.928 1.276 4.854 0.164
H -3.455 -0.036 4.002 0.474
H -1.857 -0.784 4.161 0.264
H -2.754 -0.928 2.641 0.125
H -3.690 2.086 2.863 0.728
H -3.311 1.100 1.444 -0.325
H -3.555 4.462 1.789 0.527
H -2.272 6.058 0.404 0.473
H -0.030 5.583 -0.393 0.608
H 0.978 3.749 1.096 0.289
Cl 1.323 -0.010 5.425 -0.111
C 2.295 1.214 4.611 -0.318
Cl 1.440 2.103 3.311 0.138
H 3.149 0.721 4.158 0.172
H 2.590 1.951 5.347 0.516
```

Results
Charge: +1
Spin multiplicity: 3
Orbital gap (spin up / spin down): 6.19 / 5.97 eV
Maximum force: 0.9 eV/A
Highest occupied orbital energy (spin up / spin down): -8.8 / -9.7 eV

---

A molecular structure, C46H58O4PtTe. Source: OMol25; level of theory: the ωB97M-V functional and the def2-TZVPD basis.

Structure (XYZ):
```
110
Properties=species:S:1:pos:R:3:mulliken_charge:R:1
Pt 1.622 3.113 -4.786 0.258
C -1.473 4.616 -2.920 -1.036
O -0.890 3.850 -1.899 -0.430
C -1.547 2.915 -1.173 0.631
C -1.444 3.032 0.220 0.409
C -0.587 4.071 1.004 -1.361
C 0.392 3.307 1.892 -0.667
C 0.226 3.178 3.238 -0.248
C 1.113 2.407 4.132 0.491
C 2.137 1.719 3.432 -0.312
C 2.310 1.774 2.064 0.301
C 3.427 1.124 1.271 -1.751
C 2.926 0.054 0.370 0.049
C 2.538 -1.182 0.858 0.169
C 2.252 -2.264 0.057 -0.272
C 2.294 -2.047 -1.277 -0.066
C 2.679 -0.866 -1.902 0.733
C 2.428 -0.659 -3.395 -1.699
C 0.940 -0.717 -3.676 -0.241
C 0.315 -1.949 -3.874 -0.364
C -1.054 -2.140 -3.829 -0.489
C -1.769 -0.963 -3.675 -0.443
C -1.203 0.254 -3.566 0.483
C -2.109 1.457 -3.196 -1.634
C -2.197 1.774 -1.702 0.301
C -2.873 0.933 -0.838 0.043
C -2.865 1.120 0.545 -0.060
C -2.122 2.153 1.018 0.433
C -3.524 0.114 1.498 2.197
C -2.402 -0.560 2.303 -1.391
C -4.367 0.794 2.596 -1.802
C -4.423 -0.879 0.717 -1.860
C 0.200 0.488 -3.648 1.225
O 0.743 1.658 -3.727 -1.019
C -1.762 -3.437 -3.790 2.146
C -0.793 -4.607 -3.744 -1.928
C -2.817 -3.560 -4.961 -1.852
C -2.628 -3.459 -2.507 -1.512
C 3.089 0.170 -1.047 0.477
O 3.613 1.373 -1.456 -0.478
C 4.536 1.397 -2.515 -1.236
C 1.947 -3.708 0.591 1.901
C 2.273 -3.812 2.102 -2.067
C 0.465 -3.932 0.475 -0.945
C 2.864 -4.831 -0.129 -1.589
C 1.485 2.636 1.233 0.743
O 1.752 2.726 0.021 -0.868
C 0.962 2.457 5.605 2.136
C 1.685 3.697 6.140 -1.811
C -0.606 2.460 5.871 -1.453
C 1.645 1.263 6.329 -1.816
H -1.376 5.686 -2.663 0.238
H -0.968 4.420 -3.997 0.132
H -2.503 4.388 -3.117 0.454
H 0.032 4.724 0.318 0.259
H -1.266 4.671 1.581 0.482
H -0.621 3.636 3.713 0.056
H 2.839 1.028 3.917 -0.064
H 3.933 1.883 0.789 0.435
H 4.171 0.658 1.996 0.428
H 2.607 -1.246 1.919 0.462
H 1.958 -2.821 -1.976 -0.132
H 2.857 0.213 -3.778 0.448
H 2.857 -1.509 -3.951 0.446
H 1.037 -2.716 -4.066 0.731
H -2.883 -0.926 -3.702 0.051
H -1.678 2.324 -3.673 0.162
H -3.156 1.210 -3.519 0.537
H -3.458 0.182 -1.341 0.361
H -2.065 2.251 2.150 -0.550
H -1.917 0.214 2.861 0.040
H -2.737 -1.355 2.973 0.468
H -1.727 -1.001 1.592 0.317
H -3.708 1.422 3.196 0.284
H -5.121 1.406 2.101 0.399
H -4.895 0.094 3.235 0.443
H -3.804 -1.532 0.025 0.037
H -4.944 -1.555 1.423 0.471
H -5.201 -0.287 0.172 0.378
H -0.223 -4.702 -4.673 0.378
H -0.082 -4.451 -2.885 0.195
H -1.248 -5.572 -3.714 0.469
H -2.393 -3.492 -5.947 0.399
H -3.326 -4.520 -5.014 0.444
H -3.529 -2.712 -4.847 0.292
H -2.059 -3.180 -1.617 0.099
H -3.491 -2.778 -2.541 0.360
H -3.002 -4.500 -2.326 0.467
H 5.468 1.417 -2.008 0.372
H 4.505 0.483 -3.067 0.535
H 4.421 2.360 -3.013 0.229
H 1.653 -3.054 2.605 0.374
H 1.992 -4.782 2.493 0.427
H 3.319 -3.628 2.338 0.407
H -0.090 -3.207 1.097 0.107
H 0.120 -3.689 -0.534 -0.118
H 0.162 -4.955 0.731 0.478
H 3.948 -4.711 -0.005 0.338
H 2.587 -5.804 0.335 0.454
H 2.537 -4.963 -1.197 0.242
H 1.425 4.643 5.702 0.332
H 1.597 3.761 7.231 0.458
H 2.740 3.603 5.959 0.385
H -0.999 3.409 5.499 0.329
H -0.982 1.640 5.242 0.150
H -0.786 2.299 6.906 0.503
H 2.621 1.099 5.916 0.396
H 1.698 1.415 7.407 0.388
H 1.132 0.336 6.071 0.385
Te 2.621 4.261 -6.669 -0.473
```

Results
Charge: -2
Spin multiplicity: 3
Orbital gap (spin up / spin down): 4.91 / 4.75 eV
Maximum force: 3.6 eV/A
Highest occupied orbital energy (spin up / spin down): -0.9 / -0.9 eV

---

Which formula does entry 4 have?
C46H58O4PtTe

---

Which of these has the highest charge?
C46H58Cl2MoN5